1.
ORCA calculation (ωB97M-V/def2-TZVPD) on 4 unconnected molecules or ions with the total composition C33H62BrNO13PS3.

Values from the calculation:
Net charge: -1
HOMO-LUMO gap in eV: 7.05
Spin multiplicity: 1

Geometry as XYZ:
```
114
Properties=species:S:1:pos:R:3:lowdin_charge:R:1
C -3.4100 -5.3441 -2.7610 -0.099
C -3.4783 -3.9144 -2.1843 -0.231
C -4.5239 -3.7419 -1.0815 -0.215
C -5.1633 -2.3418 -1.0006 -0.202
C -4.2369 -1.1796 -1.3311 -0.214
C -3.0155 -1.1475 -0.4103 -0.192
C -1.8925 -0.3383 -1.0189 -0.131
C -0.5235 -0.4417 -0.3109 -0.231
C 0.3464 -1.4148 -1.2105 -0.671
O 0.1056 -2.6100 -0.9780 0.008
O 1.0800 -0.8994 -2.0664 -0.028
C -0.5514 -1.0207 1.0844 -0.077
C -1.0922 0.0763 2.0077 -0.182
C -0.5136 -0.1473 3.4390 -0.698
O -1.3557 -0.1278 4.3615 -0.039
O 0.7121 -0.3396 3.4891 -0.041
C -0.6055 1.3812 1.3150 -0.442
C 0.1926 2.2670 2.2810 -0.083
P -2.1994 2.3024 0.9165 0.688
O -2.5585 2.4345 2.4895 -0.350
Br -1.4890 4.4170 0.5136 0.322
N 0.1052 0.9370 0.0312 -0.058
C 1.5786 0.8313 0.2629 -0.059
C 2.3770 2.1258 0.2175 -0.130
C 3.2561 2.3302 -0.9941 -0.203
O 4.2478 3.3084 -0.7049 -0.179
C 3.7865 4.6407 -0.7022 -0.106
O -0.2376 2.0037 -0.8756 -0.184
C 0.0586 1.8151 -2.2682 -0.193
C -0.0453 3.1468 -2.9670 -0.213
C 0.3341 2.9553 -4.4328 -0.092
H -4.2269 -5.9461 -2.3817 0.047
H -2.4798 -5.8271 -2.4901 0.065
H -3.4853 -5.3157 -3.8437 0.058
H -2.4992 -3.6723 -1.7836 0.096
H -3.6560 -3.2230 -3.0014 0.096
H -5.3286 -4.4515 -1.2383 0.090
H -4.0861 -3.9486 -0.1108 0.095
H -6.0296 -2.2995 -1.6594 0.103
H -5.5197 -2.1614 0.0112 0.106
H -4.7764 -0.2463 -1.1647 0.109
H -3.9371 -1.1719 -2.3747 0.099
H -2.6785 -2.1481 -0.1790 0.099
H -3.3493 -0.6682 0.5065 0.104
H -1.7412 -0.7204 -2.0251 0.122
H -2.2172 0.6877 -1.1581 0.076
H -1.1195 -1.9346 1.1509 0.127
H 0.4528 -1.2894 1.3686 0.120
H -2.1652 0.0292 2.1241 0.105
H 0.4517 3.2140 1.8252 0.015
H 1.1068 1.8068 2.6142 0.081
H -0.4489 2.4883 3.1197 0.090
H -3.5022 2.6528 2.5339 0.064
H 1.7014 0.3578 1.2263 0.127
H 1.9594 0.1394 -0.4761 0.118
H 3.0705 2.0675 1.0533 0.135
H 1.7707 3.0032 0.3925 0.090
H 2.6859 2.6501 -1.8677 0.111
H 3.7870 1.4161 -1.2311 0.133
H 2.6997 4.7090 -0.6783 0.083
H 4.1295 5.1641 -1.5913 0.067
H 4.1757 5.1474 0.1757 0.086
H -0.6685 1.1449 -2.7121 0.120
H 1.0206 1.3502 -2.4200 0.103
H 0.5560 3.9053 -2.4760 0.099
H -1.0890 3.4559 -2.9320 0.108
H 1.1201 2.2214 -4.5673 0.078
H -0.5441 2.6767 -5.0065 0.077
H 0.6909 3.8972 -4.8283 0.040
C 3.3851 0.4329 8.0341 -0.228
C 2.9271 -0.5252 6.9256 -0.207
C 3.0655 0.2127 5.5907 -0.221
S 4.3958 1.3974 5.8146 0.658
O 3.8733 2.7394 5.7274 -0.330
O 5.5533 1.0210 5.0391 -0.338
C 4.6997 1.0332 7.5465 -0.242
H 3.5107 -0.0776 8.9888 0.108
H 2.6444 1.2235 8.1698 0.118
H 3.5632 -1.4133 6.9284 0.114
H 1.9000 -0.8549 7.0686 0.119
H 3.3208 -0.4477 4.7679 0.103
H 2.1600 0.7592 5.3348 0.095
H 4.9890 1.9503 8.0542 0.100
H 5.5118 0.3079 7.5888 0.101
C 5.2117 5.8183 -7.0096 -0.222
C 4.0097 6.7712 -7.0921 -0.215
C 2.7724 5.9875 -6.6340 -0.216
S 3.3730 4.7344 -5.4874 0.650
O 3.1547 3.4383 -6.0707 -0.309
O 2.9217 5.0438 -4.1568 -0.320
C 5.1110 5.1340 -5.6502 -0.227
H 6.1570 6.3478 -7.1177 0.113
H 5.1505 5.0729 -7.8050 0.118
H 4.1740 7.6227 -6.4293 0.115
H 3.8719 7.1617 -8.0992 0.111
H 2.0466 6.6071 -6.1142 0.102
H 2.2914 5.4645 -7.4578 0.104
H 5.6887 4.2171 -5.5673 0.110
H 5.3669 5.8140 -4.8382 0.107
C -3.9962 -8.7854 2.8182 -0.225
C -3.9006 -7.4538 3.5780 -0.214
C -3.7754 -6.3376 2.5332 -0.212
S -4.6071 -6.9412 1.0559 0.652
O -3.6323 -7.1073 0.0126 -0.309
O -5.8195 -6.1957 0.8384 -0.325
C -5.0176 -8.5611 1.7071 -0.234
H -4.2930 -9.6051 3.4713 0.111
H -3.0262 -9.0351 2.3839 0.118
H -4.8061 -7.3067 4.1699 0.115
H -3.0552 -7.4390 4.2635 0.113
H -4.2541 -5.4123 2.8415 0.105
H -2.7397 -6.1441 2.2616 0.110
H -4.9641 -9.2875 0.8999 0.105
H -6.0324 -8.5071 2.0996 0.104
```

=====

2.
ORCA calculation (ωB97M-V/def2-TZVPD) on 8 unconnected molecules or ions with the total composition C38H63B2N4O26.

Values from the calculation:
Net charge: +1
HOMO-LUMO gap in eV: 6.27
Spin multiplicity: 1

Geometry as XYZ:
```
133
Properties=species:S:1:pos:R:3:lowdin_charge:R:1
C 6.7504 4.1688 4.1691 -0.004
C 6.0629 4.1346 2.8996 -0.107
C 4.7303 3.2766 2.8182 -0.200
N 4.6881 2.2007 1.7966 -0.025
C 3.3441 1.5601 2.0258 -0.168
N 2.4146 1.6761 1.0462 0.203
N 3.0416 0.8972 3.2663 0.170
B 1.7012 0.1992 3.1049 -0.535
O 1.5670 -1.2325 2.8719 0.108
O 0.4516 0.9264 3.1292 -0.012
C 0.2812 1.6222 4.4038 -0.064
C 4.1133 -0.0055 3.7804 -0.087
C 5.6177 0.5257 3.5577 -0.203
C 6.5835 -0.7372 3.7916 -0.047
C 6.3663 -1.3045 5.2949 -0.402
O 6.0363 -2.4897 5.4839 0.086
O 6.5088 -0.4262 6.4003 0.064
C 5.6135 1.0482 2.0144 -0.142
B 7.0833 1.1379 1.3303 -0.454
N 7.6699 -0.1633 0.8240 0.146
O 7.8814 2.3086 1.1022 0.072
H 6.1881 4.4551 5.1328 0.079
H 7.8383 3.8651 4.3084 0.075
H 6.5351 4.7418 2.0652 0.115
H 3.8934 4.0253 2.5232 0.142
H 4.4594 2.9706 3.8896 0.125
H 1.8655 2.5554 1.0248 0.169
H 2.2554 0.9517 0.3363 0.150
H 1.6704 -1.6997 3.7390 0.109
H -0.2492 0.9512 5.1575 0.117
H 1.2695 1.9742 4.8644 0.101
H -0.3090 2.5782 4.1683 0.101
H 4.0887 -1.0761 3.3961 0.151
H 3.9713 -0.0688 4.9258 0.162
H 5.9400 1.3289 4.2959 0.131
H 6.2359 -1.5555 3.0795 0.134
H 7.6936 -0.4947 3.7147 0.140
H 6.1263 0.4543 6.1936 0.102
H 5.0979 0.1612 1.4636 0.167
H 6.9524 -0.9048 0.8677 0.065
H 8.4620 -0.3951 1.4387 0.088
H 7.5727 2.6572 0.2281 0.126
C -4.8510 5.3042 6.5442 -0.010
C -3.4983 5.0025 5.9340 -0.330
C -3.5375 3.9154 4.9025 -0.100
O -2.2309 3.3567 4.9921 0.028
C -1.8006 3.5748 6.2662 -0.533
O -0.8380 3.0535 6.7576 0.139
O -2.6067 4.4609 6.9119 0.097
H -4.7983 6.2153 7.1458 0.089
H -5.6123 5.4466 5.7739 0.092
H -5.1676 4.5033 7.2176 0.097
H -3.0496 5.9175 5.5346 0.162
H -3.7252 4.3037 3.9003 0.140
H -4.2684 3.1308 5.1223 0.147
C -4.7105 1.7885 0.6955 -0.010
C -5.7987 2.0208 1.7235 -0.331
C -7.1839 1.9507 1.1532 -0.115
O -7.9163 2.8185 2.0131 0.085
C -7.0298 3.7315 2.4917 -0.540
O -7.3337 4.7356 3.0681 0.148
O -5.7442 3.3565 2.2279 0.061
H -3.7426 1.6687 1.1902 0.082
H -4.9059 0.8901 0.1054 0.086
H -4.6133 2.6451 0.0231 0.096
H -5.6772 1.3331 2.5669 0.160
H -7.5903 0.9434 1.1843 0.123
H -7.2547 2.3315 0.1302 0.140
C 2.2156 -1.4795 -3.8260 -0.003
C 1.1344 -1.2567 -2.7901 -0.320
C -0.2540 -1.3572 -3.3456 -0.097
O -0.9948 -0.4935 -2.4871 0.073
C -0.1237 0.4415 -2.0249 -0.540
O -0.4459 1.4479 -1.4532 0.130
O 1.1699 0.0877 -2.2979 0.063
H 3.1905 -1.5767 -3.3392 0.084
H 2.0308 -2.3860 -4.4048 0.067
H 2.2900 -0.6271 -4.5074 0.085
H 1.2769 -1.9336 -1.9411 0.159
H -0.6439 -2.3755 -3.3003 0.126
H -0.3425 -0.9885 -4.3719 0.118
C 1.9048 -4.6180 3.7427 -0.024
C 0.6100 -5.0224 3.0682 -0.343
C -0.2559 -5.9087 3.9157 -0.109
O -0.9642 -6.6684 2.9451 0.071
C -0.1678 -6.7306 1.8416 -0.536
O -0.3485 -7.4644 0.9172 0.168
O 0.8663 -5.8444 1.9314 0.086
H 2.4028 -3.8359 3.1621 0.067
H 1.7270 -4.2355 4.7511 0.092
H 2.6023 -5.4576 3.7969 0.100
H 0.0646 -4.1350 2.7305 0.157
H -0.9463 -5.3382 4.5395 0.143
H 0.3125 -6.5959 4.5509 0.145
C -6.9967 1.0438 -4.8990 -0.018
C -6.5995 0.6077 -3.5041 -0.340
C -6.5762 -0.8820 -3.3261 -0.108
O -6.8695 -1.0327 -1.9421 0.069
C -7.6093 0.0518 -1.5811 -0.526
O -8.2099 0.1500 -0.5502 0.133
O -7.5790 1.0121 -2.5467 0.090
H -6.8210 2.1154 -5.0233 0.088
H -6.4221 0.5127 -5.6609 0.091
H -8.0631 0.8799 -5.0750 0.097
H -5.6425 1.0592 -3.2234 0.160
H -5.6015 -1.3113 -3.5643 0.140
H -7.3457 -1.4029 -3.9049 0.144
C 3.0384 2.0362 -8.0998 -0.019
C 2.4281 0.6724 -7.8519 -0.340
C 1.6985 0.1181 -9.0396 -0.103
O 0.7094 -0.7080 -8.4363 0.074
C 0.4567 -0.1795 -7.2093 -0.528
O -0.4710 -0.4883 -6.5169 0.139
O 1.3939 0.7487 -6.8695 0.079
H 3.7037 2.3071 -7.2759 0.086
H 3.6175 2.0509 -9.0255 0.093
H 2.2682 2.8106 -8.1466 0.095
H 3.1906 -0.0244 -7.4897 0.161
H 2.3505 -0.4693 -9.6881 0.146
H 1.1959 0.8835 -9.6396 0.145
C -2.8237 -5.5840 -7.2608 -0.017
C -1.9601 -5.3919 -6.0316 -0.334
C -2.2342 -4.1098 -5.3021 -0.098
O -0.9767 -3.8212 -4.7001 0.019
C -0.0275 -4.3926 -5.4946 -0.516
O 1.1455 -4.1694 -5.4135 0.152
O -0.5863 -5.2474 -6.3931 0.101
H -2.7137 -6.6019 -7.6432 0.089
H -3.8791 -5.4156 -7.0362 0.092
H -2.5171 -4.9126 -8.0672 0.096
H -2.0479 -6.2571 -5.3670 0.163
H -3.0096 -4.2246 -4.5425 0.144
H -2.5037 -3.2794 -5.9628 0.145
```

=====

3.
ORCA calculation (ωB97M-V/def2-TZVPD) on a molecular structure, C22H35NO4OsP2.

Values from the calculation:
Net charge: 0
⟨S²⟩: 6.0553
ΔE to the lowest compared entry with this formula, charge and spin in kcal per mole: 46.3
HOMO-LUMO gap (spin up / spin down) in eV: 4.59 / 2.87
Spin multiplicity: 5

Geometry as XYZ:
```
65
Properties=species:S:1:pos:R:3:lowdin_charge:R:1
Os -0.0363 -0.1639 0.2075 0.972
P -0.5999 1.3875 1.7437 0.676
P 0.6421 -1.6328 -1.7560 0.747
N 0.4028 1.1710 -0.9203 -0.267
H 1.2691 -0.0809 1.2182 -0.014
C 0.4899 1.7238 3.1859 -0.254
H 0.0111 2.4490 3.8647 0.051
H 1.4378 2.1339 2.8138 0.045
H 0.7034 0.7940 3.7276 0.021
C -2.1754 1.0974 2.6380 -0.241
H -2.3366 1.8496 3.4188 0.050
H -2.1909 0.1073 3.1008 0.030
H -2.9965 1.1380 1.9165 0.054
C -0.9479 3.0967 1.1926 -0.253
H -1.2941 3.7117 2.0364 0.051
H -1.7248 3.0812 0.4206 0.049
H -0.0413 3.5428 0.7726 0.039
C 2.2631 -2.4816 -1.9948 -0.233
H 2.2664 -2.9754 -2.9775 0.047
H 2.4761 -3.2016 -1.1827 0.032
H 3.0486 -1.7118 -2.0443 0.050
C -0.5916 -2.8735 -2.3243 -0.249
H -0.3142 -3.4370 -3.2256 0.061
H -1.5228 -2.3423 -2.5170 0.055
H -0.7322 -3.5813 -1.5024 0.001
C 0.5702 -0.8183 -3.3948 -0.292
H 0.7637 -1.6065 -4.1492 0.047
H 1.3352 -0.0319 -3.4143 0.039
H -0.4554 -0.4264 -3.4910 0.045
C 0.6990 2.2395 -1.6751 -0.419
C 2.2630 3.9641 -2.3728 -0.116
C 1.9884 2.8752 -1.5845 -0.055
C -0.2809 2.7577 -2.5912 -0.063
C 0.0240 3.8499 -3.3686 -0.111
C 1.2897 4.4516 -3.2622 -0.113
H 3.2461 4.4417 -2.2885 0.103
H 2.6926 2.4390 -0.8687 0.105
H -1.2451 2.2420 -2.6106 0.103
H -0.7365 4.2325 -4.0556 0.102
H 1.5266 5.3191 -3.8798 0.091
C -1.1783 -1.9359 2.2531 -0.629
O -1.4106 -1.1676 1.2490 -0.400
C -0.1143 -1.7512 3.2514 -0.106
H 0.1047 -2.7334 3.6835 0.077
H -0.3490 -1.1158 4.1299 0.074
H 0.8094 -1.3650 2.7957 0.037
C -1.9954 -3.1299 2.5115 -0.050
H -1.2723 -3.9535 2.6162 0.073
H -2.7107 -3.3898 1.7267 0.078
H -2.5729 -2.9872 3.4439 0.093
O -1.9580 -4.6872 -0.4763 0.008
C -1.1545 -5.5097 0.2595 -0.232
C -1.7033 -6.7851 0.5572 0.012
C -1.0353 -7.6231 1.4541 -0.060
C 0.2421 -7.2654 1.9071 -0.066
C 0.8393 -6.0864 1.4635 -0.025
C 0.1150 -5.1231 0.7798 -0.075
C 0.8201 -3.8074 0.8451 -0.486
O 1.9207 -3.7300 1.4631 0.273
O 0.1813 -2.8286 0.3392 -0.157
H -2.0198 -3.8053 -0.0276 0.107
H -2.6807 -7.0780 0.1635 0.124
H -1.4891 -8.5705 1.7872 0.115
H 0.7775 -7.8594 2.6341 0.102
H 1.8184 -5.7543 1.8174 0.123
```

=====

4.
ORCA calculation (ωB97M-V/def2-TZVPD) on a molecular structure, C21H18Br9N3O6.

Values from the calculation:
Net charge: 0
ΔE to the lowest compared entry with this formula, charge and spin in kcal per mole: 506.8
HOMO-LUMO gap in eV: 7.07
Spin multiplicity: 1

Geometry as XYZ:
```
57
Properties=species:S:1:pos:R:3:lowdin_charge:R:1
C -2.2647 -0.4548 3.7819 -1.583
Br -4.1046 0.2414 4.3961 0.472
Br -2.3632 -2.4027 3.7630 0.578
Br -1.0818 0.2419 5.1326 0.631
H -2.1497 0.0705 2.8338 -0.213
C 2.6893 -0.7628 3.5612 -1.513
Br 2.5356 1.1431 4.0550 0.857
Br 3.9300 -1.8634 4.7022 0.526
Br 3.1721 -0.9814 1.6217 0.584
H 1.7372 -1.2934 3.5649 -0.291
C -0.2539 -0.6847 0.9892 -1.010
Br 0.2898 -1.0078 2.8504 0.718
Br -1.7439 0.6422 1.0102 1.073
Br -0.5780 -2.3953 0.0164 1.171
H 0.6293 -0.2750 0.4992 -0.017
C -3.4305 0.5282 -1.5815 -0.095
C -3.6132 1.1897 -2.7607 -0.054
C -2.5303 1.4006 -3.5945 0.012
C -1.3003 0.8115 -3.3065 -0.067
C -1.1868 0.0160 -2.1610 -0.051
C -2.2310 -0.0576 -1.2310 -0.292
N -0.1936 0.8986 -4.2980 -0.247
O -0.3700 1.5513 -5.3285 0.088
O 0.8035 0.2054 -4.1940 -0.024
H -4.3236 0.3054 -1.0166 0.121
H -4.5998 1.5875 -2.9468 0.117
H -2.5795 1.9838 -4.5021 0.119
H -0.2596 -0.5141 -2.0004 0.006
H -2.0992 -0.6359 -0.3284 -0.078
C 1.2153 2.7139 0.8603 -0.082
C 2.1788 3.6404 1.2031 -0.042
C 2.2145 4.1090 2.5665 -0.032
C 1.4016 3.6453 3.5517 -0.259
C 0.6164 2.5497 3.1625 -0.250
C 0.3918 2.1620 1.8228 -0.198
N 1.2282 4.1595 4.9666 -0.295
O 0.2866 3.6053 5.6114 0.019
O 1.8591 5.1172 5.4021 0.088
H 1.0431 2.4416 -0.1705 0.108
H 2.8574 4.1509 0.5358 0.104
H 3.0309 4.8034 2.6998 0.118
H -0.0782 2.2052 3.9144 0.011
H -0.4352 1.5523 1.4902 -0.182
C 1.1480 -1.8287 -3.9591 -0.039
C 1.6760 -3.0317 -4.3513 -0.021
C 1.2089 -4.1407 -3.6278 0.023
C 0.4095 -4.0411 -2.4621 -0.130
C -0.0618 -2.7629 -2.0969 -0.191
C 0.2756 -1.6470 -2.8830 -0.058
N 0.1226 -5.2227 -1.6694 -0.290
O -0.6599 -5.0865 -0.7065 -0.004
O 0.7710 -6.2913 -1.9424 0.053
H 1.3699 -0.9710 -4.5767 0.066
H 2.3600 -3.0374 -5.1871 0.114
H 1.7441 -5.0706 -3.7520 0.111
H -0.7830 -2.5944 -1.3108 -0.272
H 0.0792 -0.6182 -2.6194 -0.006
```